Here is C3H4BeFO3 as an isolated structure at a distorted geometry from the OMol25 dataset. Energies are from the ωB97M-V functional and the def2-TZVPD basis.

Values from the calculation:
ΔE to the lowest compared entry with this formula, charge and spin: 205.5 kJ/mol
energy: -456.8639 Eh
highest occupied orbital energy (spin up / spin down): -8.3 / -8.3 eV
net charge: 0
multiplicity: 2
lowest unoccupied orbital energy (spin up / spin down): -0.73 / -1.66 eV

Each line ends with the Löwdin spin population.
Geometry (Å):
F  2.062  -1.670  -2.230  0.0024
O  2.750  -0.307  1.300  0.0605
C  2.401  0.946  1.353  0.0631
C  2.500  -0.832  -0.082  0.0035
O  2.453  1.601  2.390  0.2074
O  1.873  1.402  0.252  0.0088
C  1.812  0.358  -0.755  0.0011
Be  2.835  1.111  3.386  0.6528
H  1.848  -1.700  0.048  0.0001
H  3.484  -1.062  -0.496  0.0001
H  0.759  0.175  -0.982  0.0000
H  2.338  0.717  -1.642  0.0000

Here is the molecule C4H7NO from the OMol25 dataset. Energies are from the ωB97M-V functional and the def2-TZVPD basis.

Values from the calculation:
ΔE to the lowest compared entry with this formula, charge and spin: 280.1 kJ/mol
energy: -286.5250 Eh
highest occupied orbital energy (spin up / spin down): -7.6 / -7.6 eV
net charge: 0
lowest unoccupied orbital energy (spin up / spin down): 0.10 / 0.10 eV

Each line ends with the Löwdin charge.
Geometry (Å):
C  1.669  0.348  -0.012  -0.0168
N  0.201  0.254  -0.116  -0.2406
C  -0.420  1.336  -0.527  0.0371
C  -0.314  -0.939  0.292  -0.0955
C  -1.708  -1.234  0.350  -0.3151
O  -2.168  -2.302  0.738  -0.0190
H  2.033  1.129  -0.679  0.0899
H  2.105  -0.610  -0.296  0.0956
H  1.930  0.582  1.022  0.1065
H  -1.499  1.364  -0.560  0.0700
H  0.169  2.194  -0.815  0.0713
H  0.402  -1.693  0.591  0.1111
H  -2.400  -0.430  0.014  0.1054

Here is a 3-piece molecular cluster, C5H9NO2 overall from the OMol25 dataset. Energies are from the ωB97M-V functional and the def2-TZVPD basis.

Values from the calculation:
ΔE to the lowest compared entry with this formula, charge and spin: 708.4 kJ/mol
energy: -400.9069 Eh
highest occupied orbital energy (spin up / spin down): -7.2 / -9.1 eV
net charge: 0
lowest unoccupied orbital energy (spin up / spin down): -0.40 / 0.27 eV

Each line ends with the Löwdin charge.
Geometry (Å):
C  -0.809  0.760  -2.680  -0.2464
C  1.517  0.231  0.039  -0.0422
N  0.101  -0.158  -0.074  0.0575
C  -0.950  0.357  0.350  -0.3774
C  -0.403  -1.220  1.657  -0.0159
C  0.211  -0.991  2.792  -0.0413
O  -0.058  1.272  -1.636  -0.2394
O  -2.015  0.781  0.511  0.2296
H  -1.006  -2.058  1.339  0.0782
H  -0.428  -0.204  -3.065  0.0697
H  -1.877  0.620  -2.434  0.0673
H  -0.779  1.465  -3.530  0.0782
H  1.974  -0.333  0.849  0.0741
H  1.974  -0.027  -0.909  0.0899
H  1.602  1.302  0.194  0.0949
H  0.140  -1.695  3.621  0.0615
H  0.806  -0.101  2.975  0.0619

Here is a 2-piece molecular cluster, C4H6NP overall at a distorted geometry from the OMol25 dataset. Energies are from the ωB97M-V functional and the def2-TZVPD basis.

Values from the calculation:
ΔE to the lowest compared entry with this formula, charge and spin: 237.5 kJ/mol
energy: -551.9999 Eh
highest occupied orbital energy: -10.3 eV
net charge: 0
lowest unoccupied orbital energy: -1.07 eV

Each line ends with the Löwdin charge.
Geometry (Å):
C  -2.875  -0.555  -0.547  -0.3664
C  0.232  0.420  -0.131  -0.7362
C  1.605  0.897  -0.414  -0.1616
C  0.007  -0.704  0.860  -0.1409
N  -3.825  -1.179  -0.644  -0.0572
P  -0.987  0.970  -1.102  1.0383
H  1.798  1.042  -1.457  0.0554
H  2.297  0.132  -0.090  0.0795
H  1.934  1.851  0.055  0.0988
H  0.475  -0.576  1.871  0.0995
H  0.343  -1.694  0.517  0.1004
H  -1.005  -0.604  1.081  -0.0097

Here is CuH12O6 as an isolated structure at a distorted geometry from the OMol25 dataset. Energies are from the ωB97M-V functional and the def2-TZVPD basis.

Values from the calculation:
ΔE to the lowest compared entry with this formula, charge and spin: 165.5 kJ/mol
energy: -2098.8438 Eh
highest occupied orbital energy: -12.0 eV
net charge: +1
lowest unoccupied orbital energy: -3.90 eV

Each line ends with the Löwdin charge.
Geometry (Å):
Cu  0.367  -0.487  -0.306  0.2170
O  -0.113  -2.262  -0.842  -0.0006
H  -0.564  -2.154  -1.685  0.0894
H  -0.685  -2.517  -0.121  0.0840
O  2.100  -0.531  0.486  -0.0045
H  2.455  -1.320  0.053  0.1038
H  2.570  0.220  0.115  0.0814
O  0.556  1.116  -1.394  0.0115
H  1.391  1.483  -1.132  0.0728
H  -0.098  1.798  -1.241  0.0910
O  -0.778  0.089  1.105  -0.0168
H  -1.498  0.688  0.934  0.0857
H  -1.265  -0.662  1.457  0.1051
O  -2.211  -0.298  -1.441  -0.0330
H  -2.800  -1.053  -1.448  0.0607
H  -2.781  0.451  -1.240  0.0633
O  1.367  1.670  2.504  -0.0300
H  0.613  1.233  2.104  -0.0165
H  1.368  2.533  2.090  0.0357